No. 1
DFT (ωB97M-V/def2-TZVPD) results for 8 unconnected molecules or ions with the total composition C18H32N8O2 in a non-equilibrium geometry.

The SMILES is CN(C)C=O.CN(C)C=O.CC#N.CC#N.CC#N.CC#N.CC#N.CC#N. As for the multiplicity: 1. The value obtained for the HOMO energy is -9.29 eV. The calculation puts the energy relative to the best compared isomer or geometry (same formula, charge and spin) at 50.9 kcal per mole. The value obtained for the LUMO energy is 0.21 eV. Its net charge is 0. As for the largest force on an atom: 6.7 eV/Å.

```
60
Properties=species:S:1:pos:R:3:nbo_charge:R:1
C -2.38 7.20 -4.94 -0.429
N -1.67 6.32 -4.00 -0.407
C -2.06 6.52 -2.54 -0.425
C -0.99 5.31 -4.39 0.529
O -0.56 4.43 -3.68 -0.637
H -3.44 7.01 -5.09 0.206
H -1.67 7.37 -5.75 0.223
H -2.52 8.19 -4.50 0.204
H -3.14 6.36 -2.51 0.197
H -1.54 5.78 -1.94 0.242
H -1.82 7.53 -2.21 0.202
H -0.93 5.34 -5.49 0.094
C 0.94 5.70 4.22 -0.411
N 1.70 6.80 4.95 -0.442
C 2.74 7.44 4.05 -0.432
C 1.44 7.29 6.22 0.527
O 2.00 8.21 6.80 -0.612
H 0.27 6.35 3.66 0.201
H 0.47 4.99 4.90 0.218
H 1.58 5.26 3.46 0.210
H 3.59 6.77 3.93 0.199
H 2.46 7.69 3.03 0.197
H 3.03 8.38 4.52 0.238
H 0.51 6.90 6.64 0.108
C 4.80 -7.72 -0.94 -0.707
C 4.59 -6.69 0.17 0.290
N 4.48 -5.84 0.96 -0.341
H 5.79 -8.18 -0.92 0.252
H 4.55 -7.31 -1.92 0.257
H 4.09 -8.52 -0.77 0.249
C -6.14 -8.01 -0.06 -0.723
C -5.09 -7.03 0.05 0.285
N -4.36 -6.14 0.20 -0.330
H -6.95 -7.70 0.59 0.257
H -5.82 -9.00 0.27 0.258
H -6.47 -8.01 -1.10 0.253
C -2.22 -5.48 6.01 -0.747
C -2.52 -6.87 5.80 0.285
N -2.81 -7.98 5.63 -0.325
H -1.62 -5.19 6.88 0.264
H -3.05 -4.79 5.85 0.260
H -1.37 -5.30 5.36 0.263
C 5.99 1.94 0.05 -0.728
C 6.42 2.10 1.43 0.283
N 6.80 2.15 2.47 -0.319
H 5.98 0.93 -0.35 0.258
H 6.56 2.57 -0.64 0.254
H 4.94 2.22 -0.10 0.251
C -3.68 -5.65 -6.36 -0.721
C -2.94 -5.88 -7.62 0.285
N -2.29 -6.06 -8.56 -0.327
H -4.75 -5.53 -6.57 0.249
H -3.28 -4.76 -5.88 0.258
H -3.67 -6.47 -5.64 0.255
C 0.96 -1.51 -0.21 -0.704
C 1.10 -2.38 -1.48 0.290
N 1.20 -3.07 -2.40 -0.339
H 1.90 -1.36 0.34 0.251
H 0.35 -2.06 0.50 0.251
H 0.50 -0.54 -0.38 0.250
```

=====

No. 2
DFT (ωB97M-V/def2-TZVPD) results for 3 unconnected molecules or ions with the total composition C18H33BF7O6.

As for the multiplicity: 1. The value obtained for the HOMO energy is -5.27 eV. The value obtained for the LUMO energy is 2.51 eV. Its net charge is -1. As for the largest force on an atom: 0.6 eV/Å.

```
65
Properties=species:S:1:pos:R:3:nbo_charge:R:1
C -0.67 0.84 6.62 -0.636
C -1.58 -0.32 6.25 -0.054
O -2.16 -0.16 4.97 -0.548
C -1.33 -0.61 3.91 -0.056
C -2.04 -0.38 2.59 -0.430
C -2.37 1.10 2.30 -0.399
C -1.44 1.79 1.29 -0.402
C 0.06 1.62 1.55 -0.412
C 0.89 1.60 0.26 0.265
C 0.70 2.92 -0.52 -0.551
C 1.02 4.15 0.26 0.452
O 0.41 5.19 0.21 -0.555
C 2.39 1.32 0.54 -0.065
O 2.76 0.22 -0.23 -0.719
B 1.60 -0.28 -1.00 0.578
C 1.85 -0.02 -2.61 0.425
F 2.05 1.31 -2.92 -0.369
F 0.76 -0.40 -3.35 -0.357
C 3.06 -0.71 -3.29 0.552
F 4.21 -0.17 -2.84 -0.309
F 3.01 -0.52 -4.63 -0.325
C 3.19 -2.24 -3.08 0.927
F 4.13 -2.72 -3.95 -0.346
F 3.61 -2.54 -1.85 -0.296
F 2.05 -2.88 -3.33 -0.309
O 0.46 0.53 -0.54 -0.722
H -0.33 0.74 7.66 0.202
H 0.21 0.89 5.98 0.209
H -1.22 1.78 6.53 0.211
H -2.40 -0.41 6.96 0.175
H -1.02 -1.27 6.29 0.156
H -0.37 -0.09 3.93 0.162
H -1.13 -1.68 4.05 0.161
H -1.39 -0.76 1.80 0.227
H -2.95 -0.98 2.58 0.204
H -2.41 1.66 3.24 0.201
H -3.39 1.14 1.90 0.206
H -1.67 1.42 0.29 0.218
H -1.67 2.86 1.30 0.197
H 0.28 0.68 2.07 0.202
H 0.42 2.43 2.19 0.187
H -0.32 3.00 -0.91 0.228
H 1.37 2.89 -1.38 0.262
H 1.90 4.08 0.93 0.091
H 2.54 1.11 1.61 0.146
H 3.01 2.20 0.29 0.146
H 1.40 -1.49 -0.84 -0.129
C 3.64 -5.80 -6.92 -0.635
C 5.07 -5.74 -6.42 -0.057
O 5.52 -4.41 -6.20 -0.723
H 3.54 -5.23 -7.84 0.209
H 3.33 -6.83 -7.11 0.203
H 2.96 -5.37 -6.19 0.209
H 5.75 -6.16 -7.15 0.165
H 5.17 -6.33 -5.50 0.151
H 4.95 -4.01 -5.53 0.476
C -6.14 2.86 -0.07 -0.635
C -6.54 1.71 0.83 -0.061
O -6.30 1.99 2.21 -0.714
H -5.09 3.11 0.07 0.223
H -6.30 2.60 -1.12 0.212
H -6.73 3.75 0.15 0.191
H -5.93 0.83 0.61 0.181
H -7.59 1.44 0.67 0.147
H -6.82 2.76 2.45 0.456
```

=====

No. 3
DFT (ωB97M-V/def2-TZVPD) results for 15 unconnected molecules or ions with the total composition C18H34Cl28N3O3P in a non-equilibrium geometry.

As for the multiplicity: 1. The value obtained for the HOMO energy is -8.53 eV. The value obtained for the LUMO energy is -0.76 eV. Its net charge is 0. As for the largest force on an atom: 11.3 eV/Å.

```
87
Properties=species:S:1:pos:R:3:mulliken_charge:R:1
N 1.83 -5.37 2.36 -0.683
C 1.59 -4.06 2.01 0.139
C 0.96 -2.91 3.05 -0.048
P -0.85 -2.64 2.39 0.241
C -2.05 -3.26 3.75 -0.399
O -3.19 -3.99 3.10 -0.203
N -2.83 -4.21 1.81 0.300
O -2.75 -5.45 1.73 -0.397
N -1.13 -0.87 2.08 -0.308
C -2.36 -0.82 1.41 0.452
O -3.62 -0.39 1.11 -0.502
H 2.23 -5.88 1.51 0.295
H 1.84 -3.75 0.90 0.247
H 0.97 -3.30 4.18 0.226
H 1.50 -1.88 2.97 -0.042
H -2.42 -2.43 4.49 0.262
H -1.49 -4.10 4.38 0.293
C -2.76 0.25 -2.37 0.175
Cl -1.98 -1.24 -1.82 -0.107
Cl -1.60 1.33 -3.15 -0.210
H -3.55 0.00 -3.08 0.292
H -3.20 0.76 -1.50 -0.177
C 4.29 -0.81 2.61 -0.451
Cl 4.69 -2.04 1.41 -0.194
Cl 3.79 -1.54 4.14 0.007
H 5.17 -0.18 2.78 0.224
H 3.47 -0.19 2.23 0.383
C 5.18 2.05 0.28 -0.184
Cl 4.42 0.54 -0.24 -0.128
Cl 6.00 1.85 1.84 -0.135
H 5.91 2.36 -0.47 0.182
H 4.41 2.82 0.38 0.307
C -6.36 2.34 -0.95 -0.377
Cl -5.51 3.40 -2.08 -0.170
Cl -5.25 1.21 -0.18 0.070
H -6.84 2.96 -0.18 0.281
H -7.13 1.78 -1.49 0.314
C -1.66 1.27 -6.75 0.293
Cl -2.87 0.39 -7.69 -0.178
Cl -0.04 1.04 -7.43 -0.174
H -1.90 2.34 -6.77 0.371
H -1.67 0.91 -5.72 -0.336
C -3.48 6.13 -0.29 0.047
Cl -2.02 5.20 0.06 -0.144
Cl -4.14 6.88 1.17 -0.173
H -3.24 6.92 -1.01 0.290
H -4.24 5.46 -0.72 -0.013
C -6.38 9.77 0.23 0.176
Cl -7.77 9.56 -0.84 -0.158
Cl -5.58 11.32 -0.07 -0.155
H -6.73 9.75 1.27 0.258
H -5.67 8.96 0.06 -0.124
C 1.65 -0.56 7.02 -0.348
Cl 0.30 -0.71 5.90 -0.111
Cl 2.72 -1.96 6.92 -0.112
H 2.22 0.34 6.78 0.331
H 1.26 -0.48 8.04 0.233
C 0.50 -3.29 -4.47 -0.408
Cl -0.75 -2.44 -5.39 -0.082
Cl 0.83 -2.48 -2.94 -0.099
H 0.15 -4.31 -4.27 0.289
H 1.41 -3.32 -5.07 0.297
C -4.71 -2.86 -7.92 0.282
Cl -4.16 -4.09 -6.77 -0.149
Cl -4.78 -3.52 -9.56 -0.160
H -5.70 -2.51 -7.63 0.272
H -4.00 -2.03 -7.91 -0.209
C -0.09 3.50 -10.65 -0.038
Cl -0.32 4.98 -9.71 -0.154
Cl -0.94 3.59 -12.20 -0.155
H 0.98 3.36 -10.83 0.263
H -0.48 2.66 -10.08 0.084
C 1.07 -3.21 10.52 -0.259
Cl -0.32 -3.43 9.44 -0.139
Cl 1.88 -1.67 10.21 -0.155
H 0.73 -3.24 11.55 0.306
H 1.78 -4.02 10.34 0.258
C 9.80 1.79 0.77 -0.254
Cl 8.55 2.65 -0.14 -0.137
Cl 10.13 2.61 2.30 -0.143
H 9.45 0.78 0.98 0.224
H 10.71 1.76 0.18 0.319
C 5.17 -5.22 3.40 0.062
Cl 6.63 -6.15 3.75 -0.188
Cl 4.51 -4.48 4.86 -0.090
H 5.41 -4.43 2.68 0.036
H 4.42 -5.89 2.97 0.180
```

=====

No. 4
DFT (ωB97M-V/def2-TZVPD) results for a molecular structure, C18H34ClNiO11 in a non-equilibrium geometry.

As for the multiplicity: 3. The value obtained for the HOMO energy (spin up / spin down) is -10.89 / -10.89 eV. The value obtained for the LUMO energy (spin up / spin down) is -7.65 / -8.37 eV. Its net charge is +1. As for the largest force on an atom: 3.5 eV/Å.

```
65
Properties=species:S:1:pos:R:3:nbo_charge:R:1
Ni -3.84 -0.06 -5.82 0.999
Cl -1.05 2.74 -3.03 2.487
O -0.92 1.31 -3.27 -0.581
O -0.01 3.35 -3.88 -0.489
O -2.28 3.07 -3.60 -0.728
O -0.97 3.05 -1.65 -0.687
C -1.12 -6.75 -9.36 -0.335
C -1.71 -5.80 -8.62 0.272
C -1.21 -5.44 -7.25 0.495
O -1.56 -4.50 -6.60 -0.552
C -0.07 -6.28 -6.81 -0.349
C 0.49 -7.29 -7.56 0.292
C 0.11 -7.49 -8.93 0.463
O 0.73 -8.30 -9.65 -0.484
O 1.58 -7.97 -7.10 -0.637
O -2.95 -5.24 -8.91 -0.668
H -1.62 -7.04 -10.27 0.253
H 0.26 -6.08 -5.80 0.242
H 2.06 -8.40 -7.81 0.512
H -3.31 -4.64 -8.25 0.496
C -4.04 -3.03 1.28 -0.627
C -4.66 -1.69 1.68 -0.069
O -6.03 -1.91 2.06 -0.541
C -6.19 -1.98 3.47 -0.062
C -7.58 -2.48 3.91 -0.631
H -3.02 -2.88 0.94 0.201
H -4.13 -3.78 2.07 0.219
H -4.51 -3.39 0.37 0.199
H -3.94 -1.30 2.40 0.175
H -4.66 -0.99 0.85 0.170
H -5.57 -2.76 3.90 0.151
H -5.78 -1.09 3.93 0.169
H -7.95 -3.36 3.38 0.219
H -8.36 -1.78 3.62 0.206
H -7.65 -2.68 4.98 0.221
C -2.23 4.54 6.96 -0.623
C -0.92 4.54 6.09 -0.054
O -0.24 3.29 6.13 -0.543
C 0.87 3.22 5.27 -0.055
C 1.34 1.76 5.09 -0.625
H -2.68 5.53 6.90 0.212
H -2.95 3.80 6.62 0.208
H -2.07 4.31 8.02 0.218
H -1.07 4.90 5.07 0.161
H -0.24 5.27 6.54 0.160
H 0.56 3.56 4.29 0.150
H 1.72 3.84 5.55 0.161
H 0.65 1.18 4.48 0.201
H 1.31 1.26 6.05 0.219
H 2.32 1.65 4.62 0.212
C 8.67 5.15 1.83 -0.639
C 7.26 4.81 1.39 -0.071
O 7.25 3.95 0.25 -0.533
C 5.96 3.49 0.00 -0.056
C 6.10 2.56 -1.19 -0.617
H 8.85 5.34 2.89 0.219
H 9.32 4.29 1.65 0.221
H 9.14 6.00 1.34 0.211
H 6.67 4.42 2.22 0.169
H 6.84 5.77 1.08 0.165
H 5.47 3.07 0.87 0.156
H 5.26 4.27 -0.29 0.147
H 6.48 1.57 -0.93 0.210
H 6.73 3.13 -1.87 0.223
H 5.10 2.40 -1.60 0.194
```

=====

No. 5
DFT (ωB97M-V/def2-TZVPD) results for a molecular structure, C18H34N9Pd in a non-equilibrium geometry.

As for the multiplicity: 1. The value obtained for the HOMO energy is -10.22 eV. The calculation puts the energy relative to the best compared isomer or geometry (same formula, charge and spin) at 19.9 kcal per mole. The value obtained for the LUMO energy is -2.32 eV. Its net charge is +1. As for the largest force on an atom: 2.1 eV/Å.

```
62
Properties=species:S:1:pos:R:3:nbo_charge:R:1
Pd -0.09 -0.17 0.05 0.799
C 4.70 -0.46 0.31 -0.421
N 4.20 0.90 0.25 -0.432
C 5.13 1.86 -0.35 -0.408
C 2.85 1.05 0.03 0.632
N 2.05 0.11 -0.30 -0.742
N 2.39 2.34 0.27 -0.615
C 1.12 2.84 0.12 0.629
N 1.05 4.19 0.35 -0.805
N 0.11 2.11 -0.18 -0.792
H 5.69 -0.44 0.77 0.226
H 4.79 -0.94 -0.67 0.198
H 4.06 -1.07 0.95 0.217
H 6.13 1.63 0.00 0.227
H 4.91 2.89 -0.05 0.194
H 5.12 1.82 -1.44 0.204
H 2.51 -0.76 -0.52 0.396
H 3.07 2.96 0.67 0.410
H 1.88 4.75 0.36 0.401
H 0.20 4.67 0.14 0.410
H -0.73 2.65 -0.30 0.366
N -0.51 -1.20 3.21 -0.654
N 0.18 -0.14 2.54 -0.703
H -0.17 -1.33 4.16 0.336
H -0.39 -2.05 2.68 0.362
H 1.18 -0.16 2.73 0.337
H -0.19 0.73 2.89 0.359
C -4.54 -2.28 1.97 -0.608
C -4.33 -1.10 1.04 0.094
C -4.84 0.18 1.69 -0.629
C -5.04 -1.34 -0.30 -0.634
N -2.86 -1.00 0.88 -0.469
N -2.37 0.13 0.16 -0.663
H -5.60 -2.43 2.17 0.217
H -4.01 -2.11 2.91 0.227
H -4.14 -3.20 1.52 0.211
H -5.87 0.05 2.01 0.231
H -4.82 1.03 1.00 0.196
H -4.24 0.42 2.58 0.220
H -6.12 -1.39 -0.15 0.225
H -4.71 -2.28 -0.74 0.220
H -4.85 -0.53 -1.01 0.192
H -2.51 -1.83 0.41 0.373
H -2.59 0.95 0.71 0.376
H -2.84 0.22 -0.75 0.359
C -2.62 -4.34 -2.50 -0.214
C -2.47 -2.95 -2.69 -0.201
C -1.59 -2.24 -1.93 -0.216
C -0.79 -2.88 -0.95 -0.153
C 0.13 -2.16 -0.12 -0.086
C 0.98 -2.84 0.70 -0.323
C 0.94 -4.26 0.77 -0.206
C 0.01 -4.96 0.07 -0.219
C -0.88 -4.29 -0.81 0.030
C -1.83 -4.99 -1.59 -0.194
H -3.34 -4.89 -3.09 0.224
H -3.07 -2.45 -3.45 0.219
H -1.45 -1.18 -2.08 0.211
H 1.70 -2.31 1.31 0.202
H 1.65 -4.77 1.41 0.219
H -0.06 -6.04 0.17 0.220
H -1.92 -6.07 -1.47 0.218
```

=====

No. 6
DFT (ωB97M-V/def2-TZVPD) results for 3 unconnected molecules or ions with the total composition C18H34NO4.

As for the multiplicity: 1. The value obtained for the HOMO energy is -11.86 eV. The calculation puts the energy relative to the best compared isomer or geometry (same formula, charge and spin) at 0.0 kcal per mole. The value obtained for the LUMO energy is -3.05 eV. Its net charge is +1. As for the largest force on an atom: 0.2 eV/Å.

```
57
Properties=species:S:1:pos:R:3:nbo_charge:R:1
C 4.98 -2.00 -1.65 -0.602
C 3.69 -1.28 -2.03 -0.222
C 3.50 -1.25 -3.54 -0.601
C 2.46 -1.90 -1.35 -0.398
C 1.34 -0.89 -1.11 -0.407
C 0.08 -1.43 -0.43 -0.235
C -1.05 -0.39 -0.40 -0.420
C -1.64 -0.14 -1.79 -0.432
C -2.05 -1.42 -2.49 -0.215
N -0.93 -2.44 -2.45 -0.501
C -0.44 -2.72 -1.05 -0.220
H 5.85 -1.39 -1.87 0.224
H 5.09 -2.94 -2.20 0.206
H 5.00 -2.23 -0.58 0.212
H 3.77 -0.24 -1.69 0.201
H 4.19 -0.56 -4.03 0.229
H 2.48 -0.93 -3.82 0.180
H 3.67 -2.24 -3.97 0.207
H 2.11 -2.72 -2.00 0.171
H 2.73 -2.37 -0.40 0.217
H 1.09 -0.40 -2.06 0.183
H 1.73 -0.08 -0.48 0.239
H 0.34 -1.69 0.60 0.241
H -1.83 -0.72 0.28 0.217
H -0.65 0.54 0.00 0.271
H -2.52 0.49 -1.72 0.247
H -0.93 0.40 -2.42 0.217
H -2.29 -1.26 -3.54 0.231
H -2.89 -1.91 -2.00 0.220
H -0.14 -2.12 -3.02 0.433
H -1.26 -3.31 -2.87 0.436
H -1.29 -3.12 -0.51 0.225
H 0.33 -3.49 -1.13 0.237
O -0.34 2.58 1.00 -0.595
C -1.40 3.15 0.90 0.804
O -2.56 2.53 1.22 -0.506
C -3.68 3.41 0.98 -0.069
C -3.09 4.81 0.99 -0.431
C -1.68 4.56 0.46 -0.530
H -4.12 3.15 0.02 0.177
H -4.41 3.22 1.76 0.209
H -3.68 5.51 0.39 0.235
H -3.05 5.19 2.01 0.222
H -1.64 4.59 -0.63 0.240
H -0.92 5.23 0.84 0.257
O 0.39 -0.79 6.37 -0.545
C 0.15 -0.38 5.28 0.786
O 1.11 0.11 4.45 -0.493
C 0.53 0.62 3.25 -0.066
C -0.82 -0.08 3.12 -0.435
C -1.20 -0.27 4.58 -0.532
H 0.42 1.70 3.34 0.192
H 1.22 0.42 2.43 0.188
H -1.53 0.51 2.55 0.233
H -0.70 -1.05 2.64 0.187
H -1.72 0.59 5.00 0.239
H -1.79 -1.16 4.80 0.243
```

=====

No. 7
DFT (ωB97M-V/def2-TZVPD) results for a molecular structure, C18H35BF6IN7O16.

As for the multiplicity: 1. The value obtained for the HOMO energy is -9.34 eV. The value obtained for the LUMO energy is -0.62 eV. Its net charge is 0. As for the largest force on an atom: 0.9 eV/Å.

```
84
Properties=species:S:1:pos:R:3:mulliken_charge:R:1
C 3.18 -2.25 -0.43 -1.490
C 2.68 -1.71 -1.79 0.481
C 2.04 -2.77 -2.68 -0.949
C 0.88 -3.46 -1.96 -0.124
O -0.26 -3.75 -2.81 -0.367
C -1.34 -2.89 -2.74 -0.033
I -2.62 -3.51 -4.41 0.040
C -1.15 -1.43 -3.15 0.209
O -0.34 -1.00 -3.90 -0.576
N -2.17 -0.66 -2.53 -0.492
C -2.59 -1.35 -1.29 0.764
B -4.16 -1.06 -1.01 1.367
O -4.83 -0.22 -1.87 -0.565
O -4.83 -1.65 0.02 -0.723
C -1.74 -0.65 -0.21 0.036
F -0.43 -0.79 -0.49 -0.162
F -2.01 0.69 -0.21 -0.387
C -1.93 -1.10 1.28 0.526
F -0.76 -1.09 1.92 -0.294
F -2.75 -0.28 1.94 -0.254
F -2.43 -2.33 1.38 -0.234
C -2.12 -2.85 -1.41 0.093
C -3.21 -3.90 -1.15 -1.110
C -2.69 -5.32 -0.99 -0.661
F -2.36 -5.91 -2.20 -0.295
H 2.55 -1.91 0.40 0.375
H 4.20 -1.91 -0.21 0.374
H 3.21 -3.34 -0.40 0.270
H 3.52 -1.24 -2.31 0.495
H 1.95 -0.91 -1.63 -0.217
H 2.79 -3.52 -2.95 0.393
H 1.69 -2.32 -3.61 0.328
H 1.19 -4.43 -1.55 0.383
H 0.56 -2.85 -1.11 0.029
H -2.92 -0.52 -3.20 0.424
H -4.32 0.54 -2.17 0.324
H -5.17 -1.01 0.67 0.229
H -1.40 -3.02 -0.61 0.250
H -3.66 -3.66 -0.18 0.363
H -4.02 -3.86 -1.89 0.509
H -3.45 -5.94 -0.51 0.397
H -1.79 -5.33 -0.36 0.286
C 7.37 -1.85 -2.90 -0.752
N 6.60 -2.72 -1.96 0.809
O 5.50 -3.10 -2.32 -0.441
O 7.12 -2.97 -0.89 -0.525
H 6.78 -1.72 -3.79 0.315
H 7.55 -0.91 -2.38 0.294
H 8.31 -2.36 -3.10 0.297
C -1.37 1.07 4.46 -0.723
N -0.79 2.26 5.14 0.905
O -0.91 3.34 4.60 -0.533
O -0.23 2.07 6.20 -0.550
H -1.84 1.40 3.54 0.291
H -0.55 0.38 4.27 0.305
H -2.08 0.63 5.14 0.295
C 1.08 2.63 -1.55 -0.803
N 2.51 2.27 -1.80 1.022
O 2.73 1.37 -2.57 -0.544
O 3.33 2.92 -1.19 -0.596
H 0.46 1.98 -2.16 0.294
H 0.90 2.50 -0.49 0.284
H 0.97 3.68 -1.82 0.331
C 3.81 6.26 0.10 -0.672
N 3.24 6.27 -1.27 0.925
O 2.08 5.94 -1.39 -0.543
O 3.96 6.62 -2.18 -0.556
H 3.04 5.92 0.78 0.217
H 4.66 5.58 0.10 0.284
H 4.14 7.27 0.33 0.345
C 1.76 6.28 4.56 -0.665
N 2.85 6.21 3.55 0.843
O 3.18 5.12 3.13 -0.499
O 3.34 7.27 3.19 -0.506
H 1.43 5.27 4.77 0.261
H 2.17 6.77 5.44 0.278
H 0.97 6.88 4.13 0.291
C -7.67 -0.44 3.75 -0.795
N -6.83 -0.78 2.57 1.008
O -6.86 -1.91 2.14 -0.511
O -6.14 0.11 2.11 -0.574
H -8.22 -1.33 4.04 0.307
H -7.00 -0.10 4.53 0.288
H -8.34 0.37 3.45 0.293
```